Computed, not measured: a 5-piece molecular cluster, C32H74BN2O8 overall, with the ωB97M-V functional and the def2-TZVPD basis.

Atoms and positions in Å:
1 C -5.1310 1.4053 2.0827
2 C -3.6916 1.4668 1.5846
3 C -3.4860 0.4743 0.4420
4 C -2.0488 0.1028 0.0483
5 C -1.1593 -0.2235 1.2306
6 C -0.0569 0.7145 1.7661
7 O -0.4293 1.9030 2.3567
8 C -0.5567 3.0372 1.4872
9 C 0.4235 4.1170 1.9339
10 O 0.6343 5.0993 0.9586
11 C 1.2043 4.6582 -0.2699
12 C 2.4027 3.7388 -0.1188
13 C 0.6608 -0.1918 2.7871
14 O -0.1617 -0.4212 3.9331
15 B 2.1751 0.1940 3.2263
16 C 2.9053 -0.6636 4.3025
17 O 2.8201 1.2306 2.6483
18 C 0.6284 -1.4763 1.9946
19 N -0.2941 -1.4616 1.1118
20 N -0.6047 -2.4756 0.2108
21 C 0.1637 -2.4396 -1.0806
22 C 0.8119 -1.1104 -1.4321
23 C 1.3882 -1.1639 -2.8563
24 H -5.3638 2.2375 2.7466
25 H -5.3024 0.4858 2.6457
26 H -5.8345 1.4152 1.2494
27 H -3.0062 1.2786 2.4161
28 H -3.4719 2.4784 1.2344
29 H -4.0290 -0.4485 0.6679
30 H -3.9658 0.8878 -0.4473
31 H -1.5992 0.8637 -0.5941
32 H -2.1104 -0.8056 -0.5560
33 H -1.7853 -0.4837 2.0891
34 H 0.6569 0.8620 0.9357
35 H -0.3516 2.7333 0.4576
36 H -1.5817 3.3980 1.5378
37 H 1.3629 3.6431 2.2494
38 H 0.0281 4.6364 2.8057
39 H 0.4376 4.1899 -0.8981
40 H 1.5066 5.5730 -0.7759
41 H 2.1221 2.7126 0.1434
42 H 2.9267 3.6788 -1.0729
43 H 3.0994 4.1194 0.6292
44 H -0.4339 0.4389 4.2775
45 H 3.8958 -0.9307 3.9285
46 H 3.0489 -0.0607 5.2028
47 H 2.3626 -1.5680 4.5756
48 H 2.3223 1.7770 2.0303
49 H 1.2988 -2.3241 2.0895
50 H -0.4129 -3.3508 0.6872
51 H -0.5443 -2.7232 -1.8584
52 H 0.9323 -3.2151 -1.0418
53 H 1.6149 -0.8868 -0.7243
54 H 0.0836 -0.3038 -1.3476
55 H 2.4724 -1.2587 -2.8450
56 H 1.1441 -0.2620 -3.4142
57 H 0.9931 -2.0115 -3.4173
58 C -1.7245 -7.5962 -4.1728
59 C -0.7464 -6.6355 -3.5236
60 O -1.1549 -5.2730 -3.5664
61 C -2.3785 -4.9702 -2.9232
62 C -2.3590 -5.2313 -1.4265
63 H -1.9097 -7.3148 -5.2097
64 H -1.3077 -8.6038 -4.1580
65 H -2.6804 -7.6307 -3.6491
66 H 0.2024 -6.6496 -4.0592
67 H -0.5395 -6.9428 -2.4918
68 H -3.2196 -5.4886 -3.3942
69 H -2.5239 -3.9035 -3.1071
70 H -2.2477 -6.2864 -1.1786
71 H -3.2869 -4.8787 -0.9736
72 H -1.5250 -4.6828 -0.9858
73 C 6.3518 -1.1335 2.4440
74 C 6.6238 -2.2796 3.4041
75 O 6.8505 -3.5212 2.7653
76 C 7.9821 -3.5849 1.9078
77 C 9.3030 -3.3036 2.5998
78 H 5.5062 -1.3748 1.7949
79 H 6.1150 -0.2243 2.9996
80 H 7.2083 -0.9144 1.8065
81 H 5.7501 -2.4548 4.0344
82 H 7.4503 -2.0227 4.0753
83 H 7.8531 -2.9159 1.0490
84 H 7.9725 -4.6047 1.5237
85 H 9.3639 -2.2816 2.9755
86 H 10.1209 -3.4406 1.8915
87 H 9.4530 -3.9872 3.4359
88 C 1.5959 9.1638 -4.0882
89 C 1.9827 7.9928 -3.2036
90 O 2.3355 6.8098 -3.9037
91 C 3.4340 6.9247 -4.7961
92 C 4.7355 7.3361 -4.1314
93 H 0.7740 8.8920 -4.7516
94 H 1.2762 9.9997 -3.4651
95 H 2.4295 9.5100 -4.6998
96 H 1.1313 7.6986 -2.5878
97 H 2.7864 8.2886 -2.5193
98 H 3.1937 7.6114 -5.6148
99 H 3.5362 5.9310 -5.2329
100 H 4.6822 8.3388 -3.7063
101 H 5.5378 7.3363 -4.8703
102 H 5.0011 6.6392 -3.3350
103 C -7.3623 -3.4998 -0.1035
104 C -6.8619 -2.3575 0.7633
105 O -7.4724 -1.1090 0.4923
106 C -8.8814 -1.0531 0.6746
107 C -9.3363 -1.3634 2.0888
108 H -7.2367 -3.2655 -1.1614
109 H -6.7978 -4.4061 0.1218
110 H -8.4149 -3.7184 0.0758
111 H -5.7994 -2.1889 0.5736
112 H -6.9616 -2.6168 1.8238
113 H -9.3874 -1.7094 -0.0414
114 H -9.1478 -0.0292 0.4132
115 H -9.1121 -2.3904 2.3792
116 H -10.4166 -1.2326 2.1600
117 H -8.8605 -0.6911 2.8041

Output
Multiplicity: 1
Frontier orbital gap, eV: 7.289
Total charge: +1

=====

Computed, not measured: a 11-piece molecular cluster, C32H91N5O11 overall in a non-equilibrium geometry, with the ωB97M-V functional and the def2-TZVPD basis.

Atoms and positions in Å:
1 C 16.1330 6.4134 16.1138
2 O 17.2865 7.1650 16.4115
3 C 18.1864 7.1497 15.3346
4 C 19.6066 7.5039 15.8618
5 C 20.5656 7.7186 14.7060
6 N 20.1175 6.4936 16.8513
7 H 16.3656 5.3604 16.1491
8 H 15.7015 6.5509 15.1263
9 H 15.3336 6.5558 16.8471
10 H 18.1858 6.1826 14.8856
11 H 17.9243 7.8551 14.5388
12 H 19.3746 8.4419 16.3828
13 H 21.4698 8.2147 15.1206
14 H 20.2092 8.4133 13.9756
15 H 20.9109 6.7852 14.2967
16 H 21.1430 6.5529 16.7816
17 H 19.8672 6.7668 17.7930
18 C 16.5894 11.9108 7.6000
19 O 16.4923 12.7956 8.7069
20 C 17.4911 12.6503 9.6849
21 C 17.3365 13.5454 10.8488
22 C 17.8425 14.8812 10.3649
23 N 18.1219 13.0978 11.9722
24 H 17.5224 12.1657 7.0644
25 H 15.7321 11.9991 6.9648
26 H 16.7794 10.8911 7.9857
27 H 17.5359 11.6037 9.9657
28 H 18.5326 12.7833 9.2909
29 H 16.2585 13.6192 11.0455
30 H 17.2977 15.2972 9.4987
31 H 18.8996 14.8006 10.0419
32 H 17.8577 15.6139 11.1745
33 H 18.0620 13.7027 12.8060
34 H 17.8784 12.1386 12.2958
35 C 10.7644 10.1323 12.0574
36 O 10.7067 11.3598 12.7454
37 C 9.3528 11.8742 12.7581
38 C 9.3757 13.1798 13.5540
39 C 9.8466 12.8842 14.9721
40 N 8.0844 13.8767 13.5555
41 H 10.5611 10.2047 10.9801
42 H 10.0225 9.4135 12.5141
43 H 11.8079 9.7976 12.2352
44 H 8.9415 11.9940 11.7514
45 H 8.6960 11.1204 13.2780
46 H 10.2039 13.7717 13.0925
47 H 10.3175 13.7529 15.4643
48 H 10.4981 12.0247 15.0587
49 H 8.9808 12.5110 15.5542
50 H 7.9022 14.2077 12.6231
51 H 8.1024 14.6483 14.1832
52 C 14.7124 13.1035 17.1100
53 O 13.9017 12.2676 17.9000
54 C 12.6791 11.9246 17.3194
55 C 12.1555 10.6204 17.9317
56 C 10.7628 10.3541 17.4147
57 N 12.2586 10.7497 19.4294
58 H 15.6216 13.1829 17.6583
59 H 14.3681 14.1054 16.8863
60 H 14.9554 12.5750 16.1432
61 H 11.9872 12.7480 17.5262
62 H 12.8074 11.7722 16.2318
63 H 12.7468 9.7189 17.6215
64 H 10.0102 11.1040 17.6403
65 H 10.4605 9.4378 17.8623
66 H 10.8069 10.1827 16.3353
67 H 13.2180 11.0571 19.6090
68 H 12.1555 9.8691 19.9145
69 C 17.8946 10.9794 14.9414
70 O 16.8673 11.0882 14.0128
71 C 16.4402 9.9164 13.4899
72 C 15.3588 10.1689 12.3873
73 C 14.2320 10.9796 12.9408
74 N 14.8878 8.8236 11.8923
75 H 18.7637 10.4626 14.5009
76 H 17.5849 10.4165 15.8271
77 H 18.2161 11.9917 15.1666
78 H 17.2033 9.4283 12.8957
79 H 16.0623 9.1814 14.2039
80 H 15.8098 10.6558 11.5415
81 H 14.5684 11.8582 13.4497
82 H 13.5993 10.3808 13.6460
83 H 13.5342 11.3167 12.1487
84 H 15.7148 8.2733 11.6599
85 H 14.2489 8.8087 11.0868
86 C 20.2774 12.4360 18.3683
87 C 20.4196 13.3108 17.1651
88 O 19.9674 14.6169 17.3467
89 H 21.1630 12.5754 18.9690
90 H 20.2623 11.4532 17.8908
91 H 19.2918 12.5521 18.8770
92 H 20.0024 12.9128 16.2737
93 H 21.5123 13.3291 16.9871
94 H 19.3828 14.5937 18.1226
95 C 14.8160 9.2137 6.8445
96 C 15.2026 8.5063 8.1343
97 O 14.0140 8.3460 8.9281
98 H 14.1989 8.7204 6.0991
99 H 15.7220 9.5812 6.3656
100 H 14.2389 10.1168 7.1411
101 H 15.9598 9.0384 8.7340
102 H 15.6137 7.5830 7.8301
103 H 13.3405 7.7873 8.5103
104 C 11.9850 7.9486 14.8846
105 C 12.4686 7.0057 13.8426
106 O 13.8532 6.9430 13.8192
107 H 12.2325 8.9853 14.5972
108 H 12.3683 7.8087 15.8870
109 H 10.9035 7.8711 14.9565
110 H 12.1165 7.2623 12.8200
111 H 12.0770 6.0233 14.1471
112 H 14.2028 7.4983 13.1176
113 C 16.3436 9.5708 18.7683
114 C 17.8246 9.2670 18.8443
115 O 18.1078 7.8932 18.9029
116 H 16.0221 9.3015 17.7623
117 H 16.1491 10.6307 18.8447
118 H 15.7219 9.0337 19.4779
119 H 18.1960 9.6294 19.8215
120 H 18.4096 9.7940 18.0721
121 H 17.7478 7.4591 18.0918
122 C 19.2882 6.4388 9.9359
123 C 19.0941 7.0253 11.2919
124 O 17.7192 7.0864 11.7182
125 H 20.3223 6.2763 9.7170
126 H 18.9259 7.0654 9.1410
127 H 18.7792 5.4509 9.8309
128 H 19.4900 8.0419 11.4049
129 H 19.6557 6.3678 11.9571
130 H 17.4200 6.2652 12.1264
131 C 16.0571 14.8863 14.2247
132 C 17.0692 15.2784 15.2770
133 O 18.1665 14.3921 15.1942
134 H 15.0281 15.3021 14.3608
135 H 16.0527 13.7997 14.2395
136 H 16.1918 15.1834 13.1806
137 H 16.5431 15.2322 16.2184
138 H 17.4401 16.3075 15.1409
139 H 18.8527 14.6342 15.8949

Output
SMILES string: COC[C@H](C)N.COC[C@H](C)N.COC[C@H](C)N.COC[C@H](C)N.COC[C@H](C)N.CCO.CCO.CCO.CCO.CCO.CCO
Multiplicity: 1
Frontier orbital gap, eV: 9.241
ΔE to the lowest compared entry with this formula, charge and spin, kJ/mol: 141.11

=====

Computed, not measured: a 2-piece molecular cluster, CH3N3OS overall in a non-equilibrium geometry, with the ωB97M-V functional and the def2-TZVPD basis.

Atoms and positions in Å:
1 C 0.9794 -0.7817 -0.1367
2 N 1.0032 0.4608 0.2220
3 N 0.8049 1.5441 0.5078
4 N -1.3956 1.6889 -0.4301
5 O -2.0606 -0.4684 0.8939
6 S -1.6641 0.2030 -0.3810
7 H 1.6602 -1.1185 -0.8406
8 H 0.2668 -1.2652 0.4544
9 H -1.4037 2.2848 0.4087

Output
Multiplicity: 1
Frontier orbital gap, eV: 8.994
ΔE to the lowest compared entry with this formula, charge and spin, kJ/mol: 368.40

=====

Computed, not measured: a 2-piece molecular cluster, BH3O overall in a non-equilibrium geometry, with the ωB97M-V functional and the def2-TZVPD basis.

Atoms and positions in Å:
1 B 0.8837 0.0231 0.2810
2 O -1.5725 -0.5940 -0.7865
3 H 0.9868 1.0633 -0.1674
4 H 0.9756 -0.8157 1.1306
5 H -1.2736 0.3233 -0.4577

Output
Multiplicity: 3
Frontier orbital gap (spin up / spin down), eV: 6.812 / 9.723
<S²>: 2.005
ΔE to the lowest compared entry with this formula, charge and spin, kJ/mol: 80.27

=====

Computed, not measured: one molecule with the formula C4H8N4 in a non-equilibrium geometry, with the ωB97M-V functional and the def2-TZVPD basis.

Atoms and positions in Å:
1 C 1.3673 -0.3155 -0.9509
2 N 1.6892 1.0806 -0.4260
3 N 0.7394 1.3041 0.5670
4 C -0.3529 0.7668 0.1203
5 N -1.4807 0.3824 0.9038
6 N -1.1805 -1.0435 1.0955
7 C -0.8718 -1.4317 -0.3080
8 C -0.1610 -0.2885 -1.0309
9 H 1.7618 -1.0725 -0.3051
10 H 1.8316 -0.4031 -1.9327
11 H 2.5749 0.9910 0.0756
12 H -1.5769 0.9331 1.7630
13 H -0.2557 -1.1118 1.5616
14 H -1.8076 -1.4257 -0.8541
15 H -0.3278 -2.4111 -0.2976
16 H -0.4616 0.0477 -1.9765

Output
SMILES string: C1NN=C2NNC[C@H]12
Multiplicity: 1
Frontier orbital gap, eV: 9.631
ΔE to the lowest compared entry with this formula, charge and spin, kJ/mol: 302.62

=====

Computed, not measured: C22H27ClOPPr as an isolated structure in a non-equilibrium geometry, with the ωB97M-V functional and the def2-TZVPD basis.

Atoms and positions in Å:
1 Pr 0.2596 2.0186 0.6683
2 Cl 0.0879 4.2677 1.7764
3 P -0.7884 -0.3756 -0.1303
4 C 0.2749 -1.6135 0.5704
5 C 0.6724 -2.6532 -0.2857
6 C 1.4010 -3.7226 0.2341
7 C 1.8216 -3.6660 1.5768
8 C 1.5424 -2.5657 2.4070
9 C 0.7584 -1.5253 1.9041
10 C -2.3513 -0.2976 0.7515
11 C -3.1959 0.8235 0.6025
12 C -4.3933 0.8270 1.3227
13 C -4.7200 -0.2407 2.1733
14 C -3.8285 -1.3124 2.3297
15 C -2.6272 -1.3367 1.6404
16 C -1.0571 -0.4277 -1.8656
17 C -0.7192 0.6351 -2.7449
18 C -1.1280 0.5553 -4.0807
19 C -1.8410 -0.5869 -4.5052
20 C -2.1913 -1.6287 -3.6245
21 C -1.8139 -1.5338 -2.2843
22 H -2.9322 1.6474 -0.0826
23 H -5.1021 1.6511 1.1972
24 H -5.6876 -0.2426 2.6933
25 H -4.0917 -2.1399 2.9726
26 H -1.9063 -2.1421 1.7531
27 H 0.3461 -2.6227 -1.3283
28 H 1.6203 -4.5966 -0.3906
29 H 2.3795 -4.4971 1.9986
30 H 1.8848 -2.5321 3.4546
31 H 0.4720 -0.6742 2.5469
32 H -0.1352 1.5021 -2.3847
33 H -0.8808 1.3648 -4.7902
34 H -2.1462 -0.6432 -5.5498
35 H -2.7399 -2.5178 -3.9616
36 H -2.0756 -2.3013 -1.5508
37 H 3.6768 -3.5579 -2.9959
38 H 3.3940 -3.2258 -3.6355
39 C 1.9634 3.6323 -1.1258
40 C 2.8562 2.4664 -0.6955
41 O 2.4610 1.9261 0.5998
42 C 2.9892 2.5523 1.8666
43 C 2.3129 1.8466 3.0235
44 H 0.8867 3.4706 -1.3661
45 H 2.3602 4.0320 -2.0519
46 H 2.0014 4.4820 -0.4336
47 H 2.8017 1.6183 -1.3925
48 H 3.8982 2.7927 -0.6121
49 H 4.0902 2.4389 1.8533
50 H 2.7143 3.6132 1.8546
51 H 2.7471 2.2064 3.9633
52 H 1.2105 2.0481 3.1152
53 H 2.4680 0.7612 3.0191

Output
Multiplicity: 3
Frontier orbital gap (spin up / spin down), eV: 7.149 / 7.810
<S²>: 2.010
Total charge: +2

=====

Computed, not measured: one molecule with the formula C16H16N2O2, with the ωB97M-V functional and the def2-TZVPD basis.

Atoms and positions in Å:
1 O 3.3909 -1.1641 0.6242
2 C 2.0227 -1.0463 0.9272
3 C 1.2494 -0.4174 -0.2430
4 O -0.1148 -0.4208 0.0976
5 C -1.0113 0.1095 -0.7888
6 C -2.3571 0.0726 -0.3568
7 C -3.3507 0.5690 -1.1443
8 C -3.0639 1.1308 -2.4078
9 C -4.0687 1.6525 -3.2459
10 C -3.7540 2.1886 -4.4640
11 C -2.4197 2.2251 -4.8951
12 C -1.4226 1.7266 -4.1033
13 C -1.7144 1.1676 -2.8423
14 C -0.6993 0.6479 -2.0101
15 C 1.9029 -0.1621 2.1789
16 N 2.3134 -0.8651 3.3579
17 C 1.5206 -1.6482 4.1507
18 C 2.3437 -2.1767 5.1016
19 N 3.6170 -1.7450 4.9045
20 C 3.5677 -0.9712 3.8571
21 H 3.5220 -1.8349 -0.0541
22 H 1.5803 -2.0300 1.1471
23 H 1.4231 -1.0067 -1.1558
24 H 1.6128 0.6056 -0.4112
25 H -2.5624 -0.3601 0.6097
26 H -4.3773 0.5385 -0.8091
27 H -5.0944 1.6209 -2.9070
28 H -4.5288 2.5871 -5.1022
29 H -2.1861 2.6514 -5.8598
30 H -0.3940 1.7547 -4.4347
31 H 0.3181 0.6908 -2.3678
32 H 2.5454 0.7115 2.0416
33 H 0.8625 0.1535 2.2858
34 H 0.4684 -1.7477 3.9778
35 H 2.1036 -2.8345 5.9126
36 H 4.4069 -0.4676 3.4217

Output
SMILES string: O[C@H](COc1ccc2ccccc2c1)Cn1ccnc1
Multiplicity: 1
Frontier orbital gap, eV: 8.845
ΔE to the lowest compared entry with this formula, charge and spin, kJ/mol: 134.13

=====

Computed, not measured: C28H22AsF6N3O6S3Ta as an isolated structure in a non-equilibrium geometry, with the ωB97M-V functional and the def2-TZVPD basis.

Atoms and positions in Å:
1 Ta 0.9423 1.7214 0.7729
2 N 1.8326 0.0088 1.7178
3 C 2.0671 -0.0829 3.0325
4 C 3.3866 -0.5245 3.4954
5 C 3.6780 -0.5335 4.8167
6 C 2.8343 0.0039 5.8110
7 C 1.6249 0.4255 5.4049
8 C 1.1735 0.3892 4.0399
9 C -0.1586 0.7602 3.6950
10 C -1.1527 0.6302 4.6191
11 C -2.4217 1.2297 4.4572
12 C -2.6205 2.0089 3.3406
13 C -1.6163 2.1298 2.3932
14 C -0.3614 1.5438 2.5125
15 H 2.4740 -0.4896 1.1424
16 H 0.2725 -2.2428 1.5691
17 H 4.1354 -0.7602 2.7381
18 H 4.7608 -0.8813 5.0831
19 H 3.2333 0.0726 6.7971
20 H 0.9276 0.8952 6.0589
21 H -0.9022 0.0330 5.4758
22 H -3.2054 1.0868 5.1612
23 H -3.5900 2.4471 3.2175
24 H -1.8395 2.7151 1.4885
25 O -2.2090 0.5253 -1.4193
26 S -0.8797 0.9153 -1.1139
27 O -0.6933 2.2341 -0.4368
28 O -0.0512 0.1134 -0.1160
29 C 0.0093 0.9224 -2.5837
30 C -0.7682 0.9027 -3.7318
31 C -0.1328 0.9990 -4.9426
32 C 1.2435 1.0942 -5.0455
33 C 2.0077 1.2007 -3.9096
34 C 1.4148 1.1409 -2.6825
35 S 2.5227 1.7807 -1.4673
36 O 1.8814 2.9480 -0.8221
37 O 3.7865 2.0197 -2.0088
38 O 2.4348 0.7717 -0.3533
39 H -1.8495 0.9200 -3.6458
40 H -0.7782 1.1133 -5.8266
41 H 1.7425 1.3027 -6.0066
42 H 3.0731 1.3843 -3.9838
43 S -1.9190 -4.7965 -2.8607
44 C -1.3302 -3.8214 -1.4681
45 C -2.1033 -2.9642 -0.6391
46 C -1.5031 -2.4958 0.5024
47 N -0.2516 -2.7956 0.8238
48 C 0.4814 -3.6982 0.0762
49 C -0.0381 -4.1598 -1.0756
50 C -2.4715 -3.5728 -4.0065
51 C -1.6822 -2.5770 -4.5784
52 C -2.3659 -1.7186 -5.4504
53 N -3.6192 -1.8181 -5.8084
54 C -4.3520 -2.8151 -5.2752
55 C -3.8163 -3.6596 -4.3307
56 H -3.1580 -2.7365 -0.9109
57 H -2.1325 -1.8124 1.0855
58 H 1.5307 -3.9574 0.3845
59 H 0.3904 -4.9583 -1.6913
60 H -0.6376 -2.5641 -4.4261
61 H -1.8222 -0.8052 -5.6950
62 H -5.3850 -2.8331 -5.6063
63 H -4.3875 -4.4797 -3.8652
64 F 0.5479 3.7958 1.2913
65 As 1.7459 4.5670 2.4063
66 F 0.9032 6.0041 2.6885
67 F 2.6027 4.8867 0.9699
68 F 3.1746 4.5684 3.2526
69 F 2.4235 2.4996 1.8429
70 F 0.9461 3.8429 3.6197

Output
Multiplicity: 2
Frontier orbital gap (spin up / spin down), eV: 7.434 / 6.130
<S²>: 0.780
ΔE to the lowest compared entry with this formula, charge and spin, kJ/mol: 128.03
Total charge: +2

=====

Total energy values, unit hartree, following the record order: -1999.61278 -2375.03344 -677.48040 -101.64136 -376.13320 -2247.74266 -879.29107 -5782.03722.